The following is a DFT calculation (wB97M-V/def2-TZVPD) of 14 unconnected molecules or ions with the total composition C63H91N7O21.

Spin multiplicity = 1
Frontier orbital gap = 0.2834 Eh
Calculated total energy = -4418.60375 Eh
LUMO level = 0.084 eV
Charge = 0

Each line ends with the Mulliken charge.
Positions of all 182 atoms, in Å:
1 C 13.3830 16.6463 16.2181  0.040
2 C 14.3564 17.5352 16.6985  -0.480
3 C 15.5210 16.9645 17.2487  -0.061
4 C 15.5566 15.5611 17.4295  0.936
5 C 14.4858 14.7284 17.1146  -0.273
6 C 13.3783 15.2718 16.4498  0.490
7 O 12.4077 14.4023 15.9811  0.659
8 O 16.6249 17.6696 17.3772  0.215
9 H 12.5870 17.1880 15.6991  0.054
10 H 14.1932 18.6042 16.6108  0.225
11 H 16.4577 15.0688 17.8726  -0.547
12 H 14.5486 13.6480 17.4540  -0.227
13 H 11.5909 14.9319 15.7788  -0.323
14 H 16.5288 18.5740 17.0052  -0.024
15 C 9.1477 17.9445 12.6341  -0.956
16 C 9.1389 17.3088 13.9003  -0.297
17 C 9.8745 16.1729 14.0976  -0.651
18 C 10.7762 15.7562 13.1219  0.236
19 C 10.8823 16.4003 11.9379  0.069
20 C 10.0292 17.4836 11.6800  0.545
21 O 10.0681 18.2219 10.5228  -0.681
22 O 10.0113 15.6246 15.3481  -0.328
23 H 8.4463 18.6769 12.2665  0.475
24 H 8.5561 17.6029 14.8304  0.345
25 H 11.2473 14.7780 13.2370  0.344
26 H 11.6867 16.0841 11.2745  0.472
27 H 10.7625 17.9128 9.9395  0.301
28 H 9.8030 16.2713 15.9949  -0.189
29 C 18.0056 12.7216 18.4012  0.331
30 C 18.7181 13.4535 17.4758  0.011
31 C 19.9821 13.0596 17.0117  -0.115
32 C 20.5210 11.8336 17.4262  -0.530
33 C 19.8252 11.1322 18.3600  -0.642
34 C 18.5778 11.5577 18.7718  0.362
35 O 17.8609 10.6802 19.5364  -0.688
36 O 20.7128 13.8432 16.2059  -0.691
37 H 17.1288 13.1225 18.9508  0.413
38 H 18.3717 14.3864 17.1674  0.091
39 H 21.4593 11.5178 16.9431  0.372
40 H 20.1202 10.1772 18.7761  0.417
41 H 17.0019 10.9788 19.7698  0.315
42 H 20.2576 14.2045 15.3850  0.471
43 C 14.8165 12.7013 11.0618  -0.732
44 C 14.5878 13.8579 10.3195  -0.909
45 C 14.2683 15.0318 11.0401  -0.319
46 C 14.1337 15.0947 12.3853  -0.484
47 C 14.4909 13.9832 13.1279  0.588
48 C 14.7753 12.7846 12.4602  -0.310
49 O 14.8190 11.5979 13.1552  -0.283
50 O 14.0801 16.1376 10.3156  -0.468
51 H 15.0546 11.8008 10.5383  0.527
52 H 14.6746 13.9248 9.2719  0.570
53 H 13.8100 15.9945 12.8684  1.310
54 H 14.5532 13.9726 14.2276  0.317
55 H 15.3461 11.7353 13.9483  -0.031
56 H 13.7537 16.8716 10.8775  0.157
57 C 10.3171 8.8902 15.7379  -0.299
58 C 11.4267 8.6138 14.9515  -0.925
59 C 11.7704 9.6121 14.0997  0.760
60 C 11.1327 10.8532 14.0786  -0.171
61 C 10.0436 11.0699 14.8818  0.008
62 C 9.6279 10.0842 15.7344  -0.217
63 O 8.6018 10.3458 16.7545  -0.666
64 O 12.9162 9.3994 13.2942  -0.636
65 H 10.0422 8.2296 16.4937  0.453
66 H 11.9405 7.6818 14.9792  0.530
67 H 11.6285 11.6709 13.5520  0.118
68 H 9.5674 12.0629 15.0662  0.363
69 H 8.7920 9.6170 17.4015  0.392
70 H 13.2940 10.2360 13.0394  0.235
71 C 20.4163 15.8964 19.9399  -0.312
72 C 20.4321 15.2869 21.1963  -0.581
73 C 19.2549 15.2915 21.9073  0.726
74 C 18.0896 15.9120 21.4744  -0.731
75 C 18.1118 16.6676 20.3197  -0.565
76 C 19.2966 16.6278 19.5220  -0.178
77 O 19.2491 17.2125 18.2553  0.402
78 O 19.2743 14.7472 23.1170  -0.576
79 H 21.3413 15.8144 19.3334  0.423
80 H 21.3647 14.8271 21.5330  0.426
81 H 17.1628 15.8672 22.0530  0.338
82 H 17.2591 17.1031 19.8619  0.489
83 H 18.4437 17.7257 18.2097  -0.211
84 H 18.4375 14.3732 23.2491  0.285
85 C 12.8109 21.3899 16.3540  -0.536
86 C 12.6230 22.4866 15.5204  -0.196
87 C 11.4212 22.6511 14.8492  0.173
88 C 10.4119 21.7163 15.0453  -0.229
89 C 10.5385 20.6733 15.9943  -0.476
90 C 11.7383 20.5253 16.6183  0.330
91 O 11.8790 19.5713 17.5695  -0.388
92 O 11.3391 23.6612 13.9644  -0.521
93 H 13.7764 21.2592 16.8612  0.557
94 H 13.3796 23.3058 15.3769  0.304
95 H 9.5549 21.8076 14.3600  0.297
96 H 9.8622 19.8211 16.1214  0.345
97 H 11.2513 18.8681 17.4896  0.017
98 H 10.5105 24.0894 13.9194  0.321
99 C 12.4816 9.7109 18.5411  -0.587
100 C 11.0448 10.0994 18.8077  0.492
101 O 10.2257 9.2615 19.1533  -0.749
102 N 10.7205 11.3641 18.6660  0.223
103 C 11.5270 12.4658 18.2491  -0.114
104 H 12.5188 8.6024 18.4323  0.393
105 H 13.0866 9.9756 19.4271  0.423
106 H 13.0214 10.2759 17.7909  -0.360
107 H 9.7487 11.6486 18.9182  0.278
108 H 11.2734 12.8596 17.2677  0.163
109 H 12.5986 12.2461 18.1788  -0.235
110 H 11.4312 13.2874 19.0231  0.014
111 C 18.2770 22.0698 16.1520  -1.310
112 C 17.5653 20.9803 15.3352  0.405
113 O 17.2294 19.9169 15.8011  -0.714
114 N 17.4208 21.1518 14.0026  -0.053
115 C 17.0047 20.0227 13.1538  -0.760
116 H 17.6789 22.9722 16.1807  0.468
117 H 19.2389 22.1719 15.6905  0.439
118 H 18.3208 21.6721 17.2181  0.160
119 H 17.6235 22.1063 13.5940  0.289
120 H 16.7232 20.5247 12.2490  0.471
121 H 16.2040 19.3996 13.5832  0.087
122 H 17.8683 19.3358 12.9503  0.235
123 C 17.0916 16.0515 14.2878  1.071
124 C 18.5373 16.2610 14.6315  0.328
125 O 19.3401 15.3170 14.5027  -0.896
126 N 18.8484 17.4640 15.0822  0.955
127 C 20.2097 17.8671 15.4539  -1.103
128 H 16.7022 15.0833 14.6553  -0.813
129 H 17.0440 16.0492 13.1929  0.514
130 H 16.4173 16.8019 14.7405  -0.438
131 H 18.1789 18.1978 15.1760  -0.405
132 H 20.4125 18.9388 15.2089  0.202
133 H 20.9268 17.1107 15.1216  0.344
134 H 20.3016 17.8306 16.5336  0.260
135 C 14.0564 19.1483 9.5053  -1.216
136 C 13.5976 19.3904 10.8886  0.580
137 O 13.5241 18.4694 11.6657  -0.590
138 N 13.2646 20.6319 11.1893  -0.037
139 C 12.6640 20.9208 12.4788  -0.831
140 H 14.1301 19.9942 8.7894  0.437
141 H 13.4753 18.3005 9.1368  0.225
142 H 15.0116 18.5649 9.6136  0.263
143 H 13.3006 21.3809 10.4160  0.317
144 H 11.5886 21.0462 12.3803  0.322
145 H 13.0821 21.8462 12.9209  0.292
146 H 12.8043 20.1149 13.2190  0.072
147 C 15.6244 9.2417 16.1803  -1.102
148 C 15.8155 10.7426 16.4093  0.728
149 O 15.0891 11.4191 17.1939  -0.365
150 N 16.7649 11.2805 15.6479  0.530
151 C 17.9034 10.4688 15.0938  -1.280
152 H 14.6190 9.0143 16.5470  0.096
153 H 16.3345 8.6170 16.8353  0.209
154 H 15.7536 9.0660 15.1287  0.453
155 H 16.9257 12.3023 15.9008  -0.370
156 H 18.7917 11.0619 14.9439  0.349
157 H 17.6432 10.0517 14.1773  0.442
158 H 18.3049 9.8100 15.8897  0.357
159 C 20.6768 20.2557 19.9835  -0.750
160 C 21.4140 20.7131 18.7920  0.782
161 O 20.9441 21.5037 17.9835  -0.628
162 N 22.5572 20.0006 18.6188  -0.151
163 C 23.4143 20.1432 17.4718  -0.825
164 H 20.1377 19.3420 19.6544  -0.069
165 H 19.8899 20.9946 20.3592  0.316
166 H 21.2829 19.9155 20.8462  0.394
167 H 22.6732 19.3327 19.3149  0.137
168 H 24.4340 20.1197 17.7856  0.349
169 H 23.2312 21.0998 16.9388  0.275
170 H 23.2138 19.2742 16.8300  0.250
171 C 8.6995 15.2655 18.6398  -1.195
172 C 9.8519 16.2944 18.6164  0.675
173 O 9.8612 17.2338 17.7714  -0.689
174 N 10.7866 16.1886 19.4911  -0.122
175 C 11.9290 17.0987 19.4856  -0.210
176 H 8.8556 14.6077 19.4887  0.369
177 H 8.6852 14.8143 17.6818  0.244
178 H 7.7506 15.7760 18.7407  0.381
179 H 10.9245 15.4495 20.1791  0.340
180 H 12.6998 16.5691 20.0222  0.434
181 H 11.6387 18.0615 19.9743  0.348
182 H 12.2607 17.3768 18.5233  -0.509